No. 1
71
Properties=species:S:1:pos:R:3:lowdin_charge:R:1 method="wB97M-V/def2-TZVPD" largest_force_ev_per_a=2.3 relative_energy_kcal_mol=0.0 gap_ev=8.63 lumo_ha=0.0656 total_charge=-1
B -0.093 -0.128 1.461 -1.247
F 0.881 0.509 2.237 0.107
F 0.599 -0.929 0.506 0.084
F -0.809 -0.960 2.299 0.149
F -0.992 0.825 0.894 0.085
O -3.204 7.439 0.916 -0.296
S -1.844 7.074 0.625 0.602
O -0.732 7.263 1.508 -0.268
O -1.776 5.540 0.205 -0.246
C -2.787 5.057 -0.680 -0.276
C -2.822 3.532 -0.566 -0.050
C -1.453 7.919 -0.952 -0.105
H -2.454 5.295 -1.696 0.109
H -3.811 5.422 -0.618 0.118
H -2.655 3.247 0.472 0.069
H -2.115 3.040 -1.229 0.081
H -3.815 3.126 -0.764 0.080
H -1.017 7.150 -1.583 0.057
H -0.771 8.718 -0.670 0.059
H -2.329 8.365 -1.411 0.061
O -0.587 -2.067 -5.199 -0.282
S -0.590 -3.472 -4.890 0.594
O 0.477 -4.354 -5.230 -0.274
O -0.827 -3.673 -3.299 -0.256
C -1.865 -2.914 -2.673 -0.272
C -1.225 -1.854 -1.762 -0.051
C -2.096 -4.149 -5.595 -0.118
H -2.430 -3.550 -1.989 0.123
H -2.523 -2.408 -3.380 0.107
H -1.945 -1.075 -1.520 0.074
H -0.480 -1.336 -2.374 0.086
H -0.678 -2.341 -0.961 0.075
H -2.000 -4.033 -6.673 0.070
H -2.994 -3.700 -5.187 0.061
H -2.031 -5.219 -5.400 0.069
O 5.649 0.451 -1.137 -0.293
S 5.915 -0.966 -0.973 0.619
O 7.297 -1.393 -0.922 -0.297
O 5.114 -1.569 0.298 -0.263
C 3.957 -0.869 0.781 -0.255
C 3.944 -1.020 2.306 -0.047
C 5.122 -1.953 -2.254 -0.117
H 3.024 -1.238 0.348 0.100
H 3.990 0.180 0.484 0.113
H 4.879 -0.598 2.680 0.079
H 3.911 -2.067 2.601 0.077
H 3.139 -0.430 2.741 0.070
H 5.653 -1.651 -3.157 0.065
H 4.091 -1.622 -2.372 0.068
H 5.234 -3.008 -2.036 0.069
O 1.872 -4.038 0.508 -0.034
H 1.722 -4.953 0.245 0.063
H 1.778 -3.526 -0.305 0.054
O 0.663 1.200 4.728 -0.070
H 0.767 0.550 4.010 0.001
H 1.127 0.815 5.480 0.020
O -1.119 2.646 2.964 -0.049
H -2.073 2.698 2.852 0.031
H -0.776 2.576 2.067 0.013
O -1.590 -2.538 4.676 -0.055
H -0.759 -2.829 4.262 0.023
H -1.315 -2.017 5.438 0.052
O -3.530 -1.034 3.376 -0.108
H -3.296 -0.638 2.515 -0.022
H -2.682 -1.390 3.706 -0.021
O -3.415 -0.523 0.670 -0.053
H -3.621 -1.081 -0.084 0.032
H -2.447 -0.561 0.749 0.014
O 1.054 -3.181 2.964 -0.070
H 1.284 -2.247 2.896 0.015
H 1.230 -3.541 2.071 -0.004



No. 2
36
Properties=species:S:1:pos:R:3:nbo_charge:R:1 method="wB97M-V/def2-TZVPD" largest_force_ev_per_a=0.4 gap_ev="5.98 / 5.70" multiplicity=5 lumo_ha="-0.4682 / -0.4785" total_charge=+3
Rh -0.604 0.215 -0.055 1.408
F -2.822 -1.489 -4.535 -0.255
C -3.737 -1.098 -3.689 0.854
F -4.739 -1.926 -3.615 -0.246
F -4.116 0.132 -3.901 -0.252
S -2.893 -1.133 -1.983 2.087
O -1.843 -0.110 -1.973 -0.927
O -2.583 -2.442 -1.534 -0.827
N -4.077 -0.390 -1.060 -0.661
S -3.899 -0.392 0.596 2.124
O -2.480 -0.278 0.959 -0.993
O -4.646 -1.481 1.095 -0.745
C -4.673 1.282 0.982 0.819
F -3.900 2.182 0.394 -0.287
F -5.880 1.293 0.504 -0.240
F -4.643 1.410 2.283 -0.257
Se 1.421 -1.577 4.229 1.283
N 1.797 -3.051 3.414 -0.438
C 1.445 -3.058 2.130 0.052
C 1.620 -4.141 1.223 -0.015
C 1.221 -3.932 -0.069 -0.244
C 0.663 -2.696 -0.452 0.208
N 0.484 -1.655 0.373 -0.564
C 0.873 -1.854 1.641 0.386
N 0.782 -0.910 2.602 -0.446
H 2.060 -5.071 1.564 0.298
H 1.328 -4.700 -0.822 0.296
H 0.356 -2.547 -1.480 0.253
O 0.223 1.159 3.066 -0.101
N 0.244 0.357 2.226 0.273
Cl -0.150 5.730 0.078 0.154
C 0.635 4.680 -1.095 -0.278
Cl 2.392 4.766 -0.983 0.153
Cl 0.064 4.970 -2.729 0.160
C 0.264 3.295 -0.741 0.517
N -0.030 2.222 -0.469 -0.548



No. 3
21
Properties=species:S:1:pos:R:3:nbo_charge:R:1 method="wB97M-V/def2-TZVPD" largest_force_ev_per_a=1.9 relative_energy_kcal_mol=0.0 gap_ev=9.97 lumo_ha=-0.0064 smiles=ClC(Cl)(Cl)c1cc(C(Cl)(Cl)Cl)cc(C(Cl)(Cl)Cl)c1
Cl -0.219 2.916 2.688 0.041
C -0.389 2.351 1.010 -0.080
Cl -1.923 3.032 0.335 0.017
Cl 1.008 3.053 0.153 0.027
C -0.372 0.832 0.817 -0.137
C -0.245 0.280 -0.484 -0.101
C -0.172 -1.100 -0.643 -0.098
C -0.156 -1.712 -2.072 -0.122
Cl 0.795 -0.758 -3.194 0.045
Cl -1.832 -1.670 -2.670 0.018
Cl 0.359 -3.375 -2.118 0.056
C -0.281 -1.932 0.458 -0.171
C -0.432 -1.407 1.747 -0.134
C -0.613 -2.323 2.930 -0.052
Cl -2.149 -1.933 3.773 0.029
Cl -0.605 -4.108 2.562 0.025
Cl 0.768 -1.937 4.025 0.017
C -0.498 -0.036 1.916 -0.110
H -0.179 0.971 -1.299 0.238
H -0.221 -2.993 0.324 0.249
H -0.646 0.335 2.928 0.243



No. 4
22
Properties=species:S:1:pos:R:3:lowdin_spin:R:1 method="wB97M-V/def2-TZVPD" largest_force_ev_per_a=6.8 relative_energy_kcal_mol=103.5 gap_ev="6.24 / 4.47" multiplicity=4 lumo_ha="-0.6412 / -0.7064" total_charge=+4
Au -0.710 -0.775 -3.714 0.016
Ce -0.277 -1.105 -1.021 0.997
Cl -1.952 0.469 -2.022 0.014
Cl 1.728 -1.111 -2.647 0.069
C -1.492 -2.606 0.735 -0.001
C -0.321 -0.902 -5.794 0.138
C 0.052 -2.109 -5.115 0.165
O -2.008 -3.131 1.627 0.000
O -0.321 -0.459 -6.900 0.300
O 0.578 -3.138 -5.414 0.305
N 0.706 2.990 5.490 -0.058
C 0.598 2.397 4.485 -0.001
C 0.468 1.665 3.244 -0.006
C 1.590 1.090 2.640 0.197
C 1.444 0.398 1.447 0.286
N 0.219 0.254 0.856 0.039
C -0.880 0.809 1.447 0.285
C -0.780 1.524 2.634 0.226
H 2.575 1.182 3.099 0.005
H 2.284 -0.062 0.919 0.008
H -1.832 0.656 0.926 0.008
H -1.672 1.967 3.080 0.006



No. 5
25
Properties=species:S:1:pos:R:3:nbo_charge:R:1 method="wB97M-V/def2-TZVPD" largest_force_ev_per_a=3.3 relative_energy_kcal_mol=0.0 gap_ev=6.19 lumo_ha=0.1492 total_charge=-2
Ba 6.789 11.830 13.622 1.834
S 8.571 14.348 12.499 -0.571
C 8.785 14.360 10.770 -0.148
C 9.244 15.543 10.162 -0.204
C 9.244 15.700 8.775 -0.175
C 9.432 17.052 8.181 0.312
N 9.545 18.071 7.656 -0.388
C 8.799 14.649 7.949 -0.172
C 8.331 13.459 8.522 -0.213
C 8.364 13.252 9.897 -0.161
S 7.791 11.703 10.393 -0.576
C 8.622 14.930 6.514 0.312
N 8.441 15.110 5.407 -0.386
H 9.468 16.382 10.795 0.222
H 8.004 12.577 7.971 0.231
O 4.723 10.255 17.350 -0.995
S 5.242 10.702 16.061 2.150
O 6.593 10.118 15.681 -1.128
O 5.384 12.204 15.908 -1.119
S 3.994 10.107 14.646 -0.818
Cl 6.970 8.203 11.599 -0.001
C 6.716 8.479 9.900 -0.411
Cl 7.358 7.161 8.918 -0.085
H 7.265 9.337 9.445 0.279
H 5.674 8.419 9.733 0.212



No. 6
22
Properties=species:S:1:pos:R:3:lowdin_charge:R:1 method="wB97M-V/def2-TZVPD" largest_force_ev_per_a=17.5 relative_energy_kcal_mol=114.0 gap_ev=2.29 lumo_ha=-0.6290 total_charge=+4
Ga -0.117 0.660 -7.894 0.672
La -0.142 -0.168 -0.179 1.686
Cl -0.749 2.738 -7.019 0.382
Cl 1.931 -1.452 -0.357 0.033
C -0.856 -1.565 1.106 -0.353
C -0.583 1.126 -9.623 0.040
C 0.349 -1.031 -8.488 0.156
O -1.252 -2.340 1.873 0.274
O -0.897 1.439 -10.715 0.373
O 0.638 -2.131 -8.873 0.377
N 0.587 -2.595 6.322 0.249
C 0.542 -1.650 5.549 -0.103
C 0.405 -0.546 4.665 -0.174
C 0.009 0.718 5.114 0.080
C -0.234 1.728 4.201 0.017
C -0.142 1.465 2.840 -0.098
N 0.229 0.242 2.400 -0.106
C 0.560 -0.731 3.305 -0.077
H -0.146 0.884 6.180 0.162
H -0.562 2.711 4.541 0.146
H -0.410 2.235 2.099 0.125
H 0.842 -1.738 2.951 0.139



No. 7
19
Properties=species:S:1:pos:R:3:nbo_charge:R:1 method="wB97M-V/def2-TZVPD" largest_force_ev_per_a=3.7 gap_ev=9.50 lumo_ha=-0.0026 smiles="C=C[C@H](Cl)c1c(Cl)c(Cl)c(Cl)c(Cl)c1Cl"
C -0.878 -0.878 2.551 -0.387
C -1.727 -0.105 1.775 -0.190
C -1.184 1.013 0.871 -0.264
Cl -2.528 1.791 -0.043 -0.034
C -0.152 0.495 -0.114 -0.097
C 1.217 0.909 -0.057 -0.022
Cl 1.769 2.006 1.212 0.040
C 2.082 0.454 -1.039 -0.067
Cl 3.774 0.921 -0.984 0.044
C 1.690 -0.389 -2.059 -0.087
Cl 2.834 -0.848 -3.254 0.078
C 0.407 -0.861 -2.108 -0.089
Cl -0.035 -1.981 -3.388 0.053
C -0.515 -0.427 -1.161 0.078
Cl -2.115 -1.174 -1.227 0.041
H -1.270 -1.698 3.163 0.217
H 0.168 -0.689 2.487 0.194
H -2.787 -0.316 1.809 0.224
H -0.751 1.777 1.568 0.268



No. 8
20
Properties=species:S:1:pos:R:3:nbo_charge:R:1 method="wB97M-V/def2-TZVPD" largest_force_ev_per_a=7.1 gap_ev="4.84 / 7.25" multiplicity=6 lumo_ha="-0.5809 / -0.4934" total_charge=+3
O 0.378 -2.455 -2.268 -0.254
C 0.807 -1.489 -1.771 0.423
Sm 1.793 0.518 -0.514 2.120
O -3.037 0.148 -4.236 -0.400
C -2.064 0.335 -3.684 0.413
C 3.200 0.310 -3.113 0.424
O 3.696 0.154 -4.135 -0.266
C 0.666 2.816 -1.854 0.418
O 0.284 3.762 -2.359 -0.258
Cl 0.100 2.002 3.735 0.213
C -0.241 0.658 2.764 -0.037
C -0.816 -0.472 3.327 -0.070
C -1.097 -1.543 2.433 -0.145
C -0.708 -1.472 1.098 0.076
N 0.056 -0.421 0.612 -0.614
C 0.140 0.698 1.401 -0.141
H -1.081 -0.505 4.401 0.316
H -1.612 -2.439 2.822 0.311
H -0.958 -2.278 0.389 0.269
H 0.494 1.671 0.954 0.202